## P
The following is a DFT calculation (the ωB97M-V functional and the def2-TZVPD basis) of CH3NO4 in the gas phase.

```
9
Properties=species:S:1:pos:R:3:nbo_charge:R:1
O 0.134 1.242 -0.896 -0.58
C 0.118 0.320 -0.160 0.83
N -0.909 -0.498 0.237 -0.35
O -2.137 0.182 0.228 -0.54
O 1.327 -0.207 0.410 -0.30
O 2.508 0.234 -0.205 -0.40
H -0.818 -0.724 1.188 0.38
H -2.414 -0.035 -0.686 0.48
H 2.319 1.176 -0.325 0.47
```

Summary:
HOMO-LUMO gap = 11.41 eV
2S+1 = 1
Structure (SMILES) = O=C(NO)OO
HOMO level = -10.794 eV
LUMO energy = 0.6138 eV
Molecular weight = 93.04 g mol⁻¹

---

## Q
The following is a DFT calculation (the ωB97M-V functional and the def2-TZVPD basis) of 2 unconnected molecules or ions with the total composition CH3NO4.

```
9
Properties=species:S:1:pos:R:3:nbo_charge:R:1
C -0.190 0.288 -0.269 0.60
N 0.692 -0.364 0.718 0.47
O 1.297 -1.327 0.335 -0.39
O 0.763 0.047 1.858 -0.31
O -1.213 0.848 0.403 -0.68
O -0.419 -0.580 -1.245 -0.71
H 0.780 1.774 -0.650 -0.01
H -2.077 0.640 -0.070 0.51
H 0.367 -1.327 -1.080 0.52
```

Summary:
HOMO-LUMO gap = 9.09 eV
2S+1 = 1
HOMO level = -10.041 eV
LUMO energy = -0.9555 eV
Molecular weight = 93.04 g mol⁻¹

---

Most stable = P

---

## P
The following is a DFT calculation (the ωB97M-V functional and the def2-TZVPD basis) of C3H7N2P in the gas phase.

```
13
Properties=species:S:1:pos:R:3:nbo_charge:R:1
C -2.442 0.642 -0.319 -0.37
C -1.857 -0.144 0.565 -0.50
P -0.124 -0.709 0.551 0.66
N 1.743 -0.665 0.803 -0.35
N 2.560 -0.059 0.208 -0.04
C 2.745 0.930 -0.607 -0.38
H -1.919 0.954 -1.169 0.20
H -3.471 0.731 -0.110 0.21
H -2.371 -0.769 1.338 0.22
H -0.280 -1.487 -0.589 -0.02
H -0.300 -1.943 1.159 -0.01
H 1.928 1.452 -1.080 0.18
H 3.787 1.067 -0.751 0.20
```

Summary:
HOMO-LUMO gap = 8.33 eV
2S+1 = 1
Structure (SMILES) = C=C[PH2]=NN=C
HOMO level = -8.148 eV
LUMO energy = 0.1826 eV
Molecular weight = 102.08 g mol⁻¹

---

## Q
The following is a DFT calculation (the ωB97M-V functional and the def2-TZVPD basis) of 2 unconnected molecules or ions with the total composition C3H7N2P.

```
13
Properties=species:S:1:pos:R:3:nbo_charge:R:1
C 0.204 -0.197 -1.786 -0.22
C 1.189 0.458 -1.148 -0.11
N 0.703 1.611 -0.454 -0.15
N -0.497 1.748 -0.711 -0.12
C -0.993 0.694 -1.579 -0.37
H 0.314 -1.160 -2.278 0.24
H 2.162 0.138 -0.994 0.21
H -1.704 1.019 -2.415 0.26
H -1.729 0.193 -0.905 0.26
P 0.412 -1.566 3.197 -0.01
H 1.068 -0.375 2.658 0.01
H -0.551 -0.952 4.212 0.01
H -0.578 -1.610 2.203 -0.01
```

Summary:
HOMO-LUMO gap = 10.02 eV
2S+1 = 1
Structure (SMILES) = C1=CN=NC1.P
HOMO level = -9.596 eV
LUMO energy = 0.4261 eV
Molecular weight = 102.08 g mol⁻¹

---

Most stable = Q

---

## P
The following is a DFT calculation (the ωB97M-V functional and the def2-TZVPD basis) of C3H6N2S in the gas phase.

```
12
Properties=species:S:1:pos:R:3:nbo_charge:R:1
C -0.300 -0.589 -0.983 -0.29
C -0.383 0.890 -0.590 -0.50
C 1.084 0.373 1.604 -0.22
N 0.460 -0.858 1.224 -0.34
N -0.310 -1.505 0.137 -0.35
S 0.998 1.650 0.402 0.24
H -1.152 -0.848 -1.711 0.22
H 0.674 -0.672 -1.702 0.18
H -0.426 1.590 -1.371 0.23
H -1.130 1.083 0.078 0.21
H 1.263 0.546 2.587 0.21
H 0.573 -1.673 1.805 0.41
```

Summary:
HOMO-LUMO gap (alpha / beta) = 7.50 / 8.04 eV
2S+1 = 1
HOMO level (alpha / beta) = -7.205 / -7.681 eV
LUMO energy (alpha / beta) = 0.2963 / 0.3639 eV
Molecular weight = 102.16 g mol⁻¹

---

## Q
The following is a DFT calculation (the ωB97M-V functional and the def2-TZVPD basis) of C3H6N2S in the gas phase.

```
12
Properties=species:S:1:pos:R:3:nbo_charge:R:1
C -0.576 -0.569 2.762 -0.50
N -0.649 -0.168 1.205 -0.41
C -0.009 -1.108 0.501 0.23
N 0.379 -1.014 -0.870 -0.61
C 0.445 0.008 -1.678 -0.11
S 0.136 1.509 -1.135 -0.06
H -0.201 0.653 3.099 0.24
H 0.178 -1.520 3.129 0.20
H -1.790 -0.821 3.176 0.22
H 0.418 -2.184 0.924 0.16
H 0.961 -1.863 -1.266 0.41
H 0.984 -0.117 -2.751 0.22
```

Summary:
HOMO-LUMO gap = 8.27 eV
2S+1 = 1
Structure (SMILES) = C/N=C/NC=S
HOMO level = -8.013 eV
LUMO energy = 0.2570 eV
Molecular weight = 102.16 g mol⁻¹

---

Most stable = P